(1)
Molecular formula: C5H13N2
Method: DFT, ωB97M-V with the def2-TZVPD basis set

Total charge: +1
HOMO energy: -13.3223 eV
SMILES: C[C@@H]([NH3+])C/C=C\N
Energy above the lowest of the compared OMol25 structures with the same formula, charge and spin: 62.30 kcal/mol
Frontier orbital gap: 10.20 eV

XYZ file:
```
20
Properties=species:S:1:pos:R:3:forces:R:3
H -0.065043 -1.591520 2.708192 0.10 -0.03 0.03
H -0.517660 -2.335177 -1.226732 -0.76 0.02 0.05
H 0.762893 0.104148 1.108099 0.83 -0.64 0.10
H 1.875526 1.318846 0.802132 0.01 0.14 -0.61
H -1.660480 0.202321 -0.118427 -0.11 -0.76 0.11
H 1.192340 -2.405561 2.096287 0.46 0.52 0.56
C -0.237196 2.250337 -1.373013 -2.35 -1.55 1.80
N 0.576059 -1.616169 1.913774 -1.09 0.12 -0.76
N 0.915407 1.019735 0.644334 -2.50 0.23 0.14
H -0.464033 -3.195927 0.924774 0.94 -0.32 -0.54
H -0.639293 2.028074 -2.364918 0.97 0.43 -0.30
C -0.407495 -1.621936 -0.420255 -0.05 -0.32 1.18
H 0.280687 1.590834 1.213717 0.46 0.45 -0.02
H 0.385419 3.124926 -1.192617 -0.02 -0.23 -0.46
C 0.220806 0.920769 -0.772913 3.03 -1.05 -0.58
C -0.106361 -2.179326 0.750944 -0.47 -0.52 0.35
H -1.213206 2.316967 -0.855908 0.20 1.18 0.10
C -0.828466 -0.223412 -0.694019 1.01 2.19 -1.72
H 1.057759 0.566995 -1.391185 -0.16 -0.19 0.18
H -1.127663 -0.274925 -1.752266 -0.50 0.33 0.37
```
Positions in Å, forces in eV/Å.

***

(2)
Molecular formula: C30H52N4O22
Method: DFT, ωB97M-V with the def2-TZVPD basis set

Total charge: 0
HOMO energy: -9.6244 eV
SMILES: O=C1OCCO1.O=C1OCCO1.O=C1OCCO1.O=C1OCCO1.O=C1OCCO1.O=C1OCCO1.CNC(C)=O.CNC(C)=O.CNC(C)=O.CNC(C)=O
Energy above the lowest of the compared OMol25 structures with the same formula, charge and spin: 9.95 kcal/mol
Frontier orbital gap: 9.39 eV

XYZ file:
```
108
Properties=species:S:1:pos:R:3:forces:R:3
C 3.895646 -6.044766 -3.204244 -0.27 1.25 0.27
O 0.302846 -3.878796 5.258996 -0.46 -0.47 1.15
C 4.269026 3.327484 -0.892514 1.74 -0.41 -2.21
H -5.656204 -0.728936 -4.369894 0.40 0.97 -0.35
C 1.113246 4.680344 0.477306 -0.09 0.50 0.64
H -0.218794 -2.210756 4.280086 -1.00 0.11 0.14
C 0.824046 0.466754 -0.729514 -0.09 0.31 -0.35
O 2.565036 -1.118696 5.665186 0.94 0.57 -1.87
H 1.292826 4.227594 1.452426 -0.04 0.06 -0.15
H -3.977434 -0.803766 -0.445324 0.96 0.29 -0.08
O -5.840524 -0.586566 1.684846 -1.39 -0.54 1.18
C -4.704214 -0.984736 -3.904714 -0.49 -1.28 -0.07
H -0.991584 1.124894 -4.928134 -0.28 0.13 -0.07
H -4.789754 -2.069426 -3.969854 0.33 -0.30 0.44
H 4.204426 -6.653776 -2.354624 -0.32 -0.15 -0.25
C -2.488384 1.350234 4.513726 -1.75 -3.30 2.40
C -0.333604 1.374084 -0.531894 -2.22 0.48 -0.04
O -2.087444 -0.375136 -2.831414 -0.11 -0.01 1.89
H -4.049414 2.196054 -4.181364 -0.26 -0.17 0.45
H -3.447974 -0.472756 -5.594474 -0.65 -0.21 0.18
H 3.744926 -3.632776 -3.962704 -0.36 -0.02 0.10
O -4.548004 -1.541986 3.346856 -0.66 2.03 -2.74
C 1.940386 -2.736026 -3.117924 1.32 0.31 -1.50
C -2.306404 -0.316576 -4.011064 0.92 -0.02 -0.79
H -6.082864 1.038954 0.363256 0.11 0.11 0.63
H -3.074904 1.793604 5.318406 -0.27 0.14 -0.08
O -0.878814 -0.959166 2.009266 1.19 2.60 -3.89
C -3.891324 3.148644 -3.675734 0.71 -0.08 -0.09
C -5.655814 0.038414 0.431316 -0.25 0.63 -0.37
H 0.290276 -3.471246 3.304676 -0.12 -0.25 -0.30
C -4.148264 -0.009166 0.280996 -0.15 -0.10 -0.15
H -2.877054 3.439034 -3.949624 0.12 0.15 -0.09
C 2.445176 0.355834 2.593126 0.43 0.15 -0.48
H -2.364164 3.127624 0.464876 -0.24 -0.61 -0.11
H -1.099744 1.092934 -1.254454 -0.01 0.15 -0.25
C -0.529504 -0.257676 1.026056 0.29 -1.85 3.16
H 3.367206 -6.583346 -3.990874 0.40 -0.38 0.09
O 3.410036 0.427204 -2.800254 2.30 -2.47 2.10
C -1.171394 0.050304 -4.960104 -0.26 0.17 -0.32
O -1.607614 -4.918886 5.055156 -1.38 -1.54 1.23
C -0.534784 -4.791056 5.786146 4.11 -2.89 3.81
H 0.797096 0.176884 -1.779914 0.08 -0.73 0.17
O 0.477876 -0.586886 0.176446 0.55 -1.15 -0.13
H 1.859766 1.240034 2.340956 -0.07 0.03 0.37
H 4.064746 1.758404 3.217676 0.02 -0.15 0.25
H 4.774016 -5.529516 -3.592944 0.14 -0.27 -0.31
H -2.376864 4.754394 0.248416 -0.25 0.50 -0.64
N 2.985236 -3.815226 -3.322634 -1.64 3.02 -0.03
H 6.823096 -1.940856 -2.196874 0.01 0.11 0.15
H -4.550854 3.870024 -4.158154 -0.19 0.06 0.44
O -0.811424 3.767084 2.936396 -1.52 -0.57 0.40
H -3.901134 3.944044 0.499636 -0.25 -0.10 -0.80
H -0.245344 2.460004 -0.564874 0.53 -0.22 0.36
H -0.214634 -0.376786 -4.659614 -0.30 -0.36 0.11
H 2.458156 -0.282456 1.709656 -0.11 -0.20 0.16
N -3.018454 3.670054 -1.493044 1.00 0.89 0.68
O -3.701224 -0.438056 1.566516 1.56 0.05 -0.25
O -2.339854 2.202744 3.475306 -3.26 0.62 -3.19
C 4.156506 -0.401086 -2.256544 -1.68 1.57 -3.23
H 5.454406 -3.003876 -2.343364 -0.41 0.10 -0.31
C -2.960424 3.882624 -0.047524 1.15 -0.27 0.78
H 0.066506 4.504704 0.229126 0.17 -0.42 -0.45
C -0.352504 -3.286426 4.165366 3.60 1.54 -1.19
O 3.532896 3.664174 1.270676 -1.11 -0.21 -1.15
C -1.296094 2.894884 3.638036 4.65 2.27 -0.81
H 1.188076 5.760754 0.600616 0.19 0.11 0.08
O 2.006716 -5.314956 -1.944654 -0.02 0.73 -0.26
H 3.903086 3.222294 -1.913844 -0.21 -0.48 0.04
H -1.743334 -4.436646 3.107636 -0.70 0.29 0.09
C -4.017424 3.089284 -2.139614 -0.75 -0.47 -1.78
C 2.811236 -0.594166 4.593386 -1.29 -0.65 3.20
O -0.611244 2.417184 4.672756 1.84 0.19 1.39
H 0.914196 -2.963276 -3.406654 0.17 -0.86 0.39
H 5.035426 -2.475586 -0.145774 -0.57 -0.11 -0.17
H -4.756554 -0.703076 -2.853044 0.45 0.24 -0.23
C -1.654574 -3.945506 4.076656 -1.15 1.31 -1.11
N 2.112216 4.186804 -0.464564 -1.90 0.37 0.97
H -2.936694 0.414254 4.180486 -0.34 0.20 -0.08
H 5.021996 4.105874 -1.016024 0.05 0.26 0.48
C -4.683954 -0.899076 2.295356 -0.24 -1.74 2.14
H 1.975376 4.514764 -1.409984 0.73 -0.51 0.01
H -0.932914 0.783034 5.992716 -0.18 0.54 0.01
C 2.869936 -4.987476 -2.745484 0.32 -3.29 1.16
C 5.236246 -1.586706 -0.743824 1.08 -2.42 1.40
C 3.258576 3.710464 0.059516 0.71 0.63 1.83
H 1.814256 0.902604 -0.596764 0.04 -0.24 0.77
O -4.961654 2.568724 -1.601164 -1.11 -0.48 0.65
C 3.916656 0.692304 3.045606 -1.97 -0.31 -0.53
C -1.103824 1.107004 4.966106 0.63 -0.28 -0.17
O -0.161044 -5.505106 6.758116 -2.18 2.50 -3.34
H -1.417654 -0.241346 -5.981084 0.28 0.09 -0.10
H 1.954476 -2.191896 -2.173554 0.16 -0.65 0.26
O 5.188596 -1.027736 -2.940134 -1.74 1.60 -0.19
H -6.194364 -0.523106 -0.332074 0.20 -0.30 0.06
H -0.614424 0.381454 4.316356 0.21 0.04 -0.13
C 5.738126 -1.980006 -2.099834 1.69 -1.12 0.40
O 3.978786 -0.072576 4.239126 1.45 0.01 0.25
O 1.852086 -0.365616 3.705266 0.39 0.85 -1.66
O 4.043446 -0.918526 -1.032054 -0.35 1.45 0.26
H -2.391714 -3.185556 4.335886 -0.74 -0.52 -0.53
H -2.220794 3.827804 -2.092174 0.08 0.44 0.65
H 2.227496 -2.009426 -3.877994 0.05 0.34 0.06
H 5.990786 -1.126236 -0.106074 -0.34 1.32 -0.33
H -3.654774 0.945204 0.097306 -0.17 -0.29 -0.44
N -3.491164 -0.578646 -4.590964 -0.25 0.68 -0.64
H 4.824926 2.444814 -0.576334 -0.25 -0.05 -0.02
H 4.623736 0.342384 2.293476 0.14 -0.11 0.29
O -0.929014 0.972394 0.736596 -0.27 0.54 0.23
```
Positions in Å, forces in eV/Å.

***

(3)
Molecular formula: C3H4ClFO
Method: DFT, ωB97M-V with the def2-TZVPD basis set

Total charge: 0
HOMO energy: -10.7820 eV
SMILES: F[C@H](Cl)[C@@H]1CO1
Energy above the lowest of the compared OMol25 structures with the same formula, charge and spin: 20.38 kcal/mol
Frontier orbital gap: 11.72 eV

XYZ file:
```
10
Properties=species:S:1:pos:R:3:forces:R:3
F 1.071534 -0.018176 -1.489275 0.12 -0.34 -0.46
C 0.905580 0.727963 -0.378850 -1.01 0.22 0.57
C -0.366238 0.309494 0.360132 1.57 0.06 1.84
H -0.515954 0.749849 1.369298 0.47 -0.08 -0.70
H 0.800809 1.756789 -0.681371 0.34 0.48 -0.09
H -0.430817 -1.643633 -0.614107 0.05 -0.12 -0.11
C -0.878769 -1.034785 0.152305 -0.30 -0.05 0.09
H -1.388101 -1.554801 0.959353 -0.05 0.19 -0.13
Cl 2.318308 0.547212 0.673790 -0.09 0.05 0.01
O -1.516352 0.160087 -0.351276 -1.09 -0.40 -1.02
```
Positions in Å, forces in eV/Å.